(1)
The following is a quantum chemistry calculation of a structure of composition C8H44B2O38 in a non-equilibrium geometry, from the Open Molecules 2025 dataset.

Last column: Mulliken charge in e.
Element x y z (Å)
O  0.698  1.265  -3.375  -0.799
C  1.774  0.691  -3.156  0.902
O  2.859  1.126  -3.646  -0.512
B  3.742  -0.057  -3.818  1.431
O  3.026  -1.134  -3.112  -0.642
C  1.920  -0.701  -2.784  0.357
O  0.924  -1.432  -2.585  -1.055
O  5.011  0.074  -3.045  -0.447
C  5.938  -0.171  -3.829  0.528
O  7.134  -0.116  -3.482  -0.718
C  5.437  -0.382  -5.137  0.672
O  4.188  -0.357  -5.163  -0.557
O  6.021  -0.164  -6.234  -0.661
O  -1.527  -3.119  -0.950  -0.509
C  -1.216  -2.200  -0.170  1.344
O  -1.212  -1.035  -0.537  0.174
B  -0.407  -0.281  0.459  -0.289
O  0.009  -1.274  1.446  -0.436
C  -0.487  -2.357  1.070  0.156
O  -0.521  -3.363  1.750  -0.855
O  0.717  0.390  -0.148  1.262
C  0.616  1.615  0.101  0.368
O  1.168  2.534  -0.467  -0.443
C  -0.519  1.818  0.927  0.839
O  -1.161  0.788  1.116  0.151
O  -0.904  2.943  1.197  0.049
O  -1.636  -1.046  -3.726  -0.699
H  -2.553  -0.934  -3.465  0.324
H  -1.132  -1.202  -2.914  0.219
O  -2.475  -3.484  4.172  -0.612
H  -1.622  -3.921  3.946  0.302
H  -2.735  -2.802  3.537  0.313
O  -4.325  0.008  0.424  -0.590
H  -4.028  -0.006  -0.487  0.252
H  -4.498  0.925  0.461  0.300
O  -0.820  4.972  -0.992  -0.594
H  -1.100  5.322  -0.156  0.243
H  -0.149  5.629  -1.245  0.278
O  2.001  -4.219  3.366  -0.618
H  1.879  -3.932  4.258  0.242
H  1.123  -4.597  3.153  0.337
O  -3.349  2.910  0.118  -0.629
H  -4.028  3.476  0.507  0.294
H  -2.497  3.183  0.427  0.000
O  -2.246  4.289  3.510  -0.763
H  -2.914  3.844  3.011  0.358
H  -1.509  3.735  3.395  0.272
O  -0.378  -5.632  -1.518  -0.611
H  0.311  -6.292  -1.378  0.249
H  -0.019  -4.933  -2.038  0.234
O  -4.279  -2.459  -1.422  -0.604
H  -3.685  -1.784  -1.617  0.086
H  -4.501  -2.975  -2.212  0.232
O  2.202  4.104  -2.404  -0.710
H  1.762  3.566  -1.731  0.449
H  3.125  3.899  -2.344  0.308
O  -4.290  -4.025  0.761  -0.740
H  -4.340  -3.535  -0.043  0.449
H  -3.447  -4.519  0.669  0.416
O  0.457  -1.571  4.526  -0.549
H  1.096  -2.128  5.003  0.254
H  0.240  -2.139  3.770  0.214
O  2.867  3.739  1.665  -0.705
H  3.291  4.266  0.990  0.263
H  1.994  4.131  1.807  0.390
O  -0.292  2.592  3.953  -0.791
H  0.452  2.165  3.573  0.309
H  -0.916  1.905  3.925  0.328
O  -1.785  -5.430  0.871  -0.779
H  -1.398  -5.635  0.041  0.388
H  -1.218  -4.697  1.093  0.436
O  3.441  -0.929  0.268  -0.524
H  4.114  -1.348  -0.243  0.282
H  3.521  -0.018  0.092  0.176
O  3.924  1.672  -0.360  -0.701
H  3.175  2.219  -0.128  0.008
H  4.366  2.137  -1.073  0.295
O  1.685  0.936  3.098  -0.611
H  1.657  0.018  2.927  0.239
H  2.626  1.204  3.226  0.244
O  -3.527  1.698  2.662  -0.681
H  -3.189  1.734  1.750  0.136
H  -2.993  1.061  3.125  0.315
O  -1.620  2.222  -2.153  -0.669
H  -1.312  3.049  -1.842  0.215
H  -0.883  1.869  -2.713  0.480
O  0.493  4.978  2.044  -0.852
H  0.279  5.082  2.999  0.334
H  0.076  4.117  1.876  0.088
O  -2.432  -4.142  -3.254  -0.670
H  -3.159  -3.601  -3.550  0.248
H  -2.130  -3.839  -2.396  0.596

Cartesian forces (eV/Å) of the 2 atoms listed first:
O 1.91 -1.07 1.40
C -5.33 3.19 -1.48

The value obtained for the energy relative to the best compared isomer or geometry (same formula, charge and spin) is 14.4 kcal per mole. Its HOMO energy is -5.83 eV. Its energy is -3240.60133 hartree. Its net charge is -2.

---

(2)
The following is a quantum chemistry calculation of a structure of composition C8H4BrCsNOS5, from the Open Molecules 2025 dataset.

Last column: Mulliken charge in e.
Element x y z (Å)
Cs  -0.040  -0.072  1.233  1.079
S  -5.269  -4.192  5.795  -0.391
C  -4.234  -3.264  4.866  0.087
S  -4.432  -2.986  3.189  -0.170
C  -3.005  -2.011  2.884  0.075
C  -2.248  -1.750  3.986  0.086
S  -0.773  -0.833  4.127  -0.778
S  -2.861  -2.445  5.477  -0.165
S  -2.763  -1.518  1.228  -0.782
O  3.456  2.501  -4.384  -0.503
C  2.669  1.961  -3.426  0.945
C  1.448  1.348  -3.703  -0.460
C  0.726  0.830  -2.648  -0.676
N  1.132  0.884  -1.378  -0.318
C  2.288  1.470  -1.152  0.187
Br  2.857  1.541  0.665  -0.276
C  3.111  2.029  -2.113  -0.340
H  3.043  2.390  -5.247  0.297
H  1.072  1.276  -4.715  0.305
H  -0.228  0.345  -2.820  0.395
H  4.050  2.497  -1.863  0.403

Cartesian forces (eV/Å) of the 2 atoms listed first:
Cs -0.10 -0.06 0.02
S -0.02 0.00 0.01

The value obtained for the energy relative to the best compared isomer or geometry (same formula, charge and spin) is 3.3 kcal per mole. Its HOMO energy is -2.54 eV. Its energy is -5022.42327 hartree. Its net charge is -1.

---

(3)
The following is a quantum chemistry calculation of a cluster of 5 separate species, C8H4F24N5O16S8 in total in a non-equilibrium geometry, from the Open Molecules 2025 dataset.

Last column: Mulliken charge in e.
Element x y z (Å)
N  0.518  -0.610  1.841  0.500
H  0.352  -0.129  2.769  0.370
H  1.449  -1.145  1.875  0.214
H  0.544  0.041  1.061  0.255
H  -0.160  -1.343  1.654  0.441
C  4.197  -0.094  0.379  0.710
F  3.662  -0.826  -0.582  -0.223
F  5.390  0.288  -0.057  -0.240
F  3.440  0.960  0.668  -0.199
S  4.397  -1.068  2.045  0.746
O  5.554  -1.895  1.798  -0.585
O  4.535  -0.071  3.105  -0.621
N  2.841  -1.822  2.006  -0.473
S  3.239  -3.321  2.139  0.935
O  3.790  -3.856  0.910  -0.633
O  3.965  -3.648  3.362  -0.670
C  1.508  -4.125  2.207  0.554
F  1.561  -5.412  1.926  -0.226
F  1.037  -3.996  3.446  -0.247
F  0.675  -3.492  1.361  -0.168
C  0.794  -2.097  -2.087  0.647
F  -0.145  -1.660  -1.208  -0.215
F  1.571  -1.036  -2.374  -0.288
F  1.463  -3.085  -1.575  -0.191
S  -0.067  -2.629  -3.726  1.080
O  0.675  -3.789  -4.220  -0.669
O  -1.395  -2.981  -3.215  -0.667
N  -0.050  -1.197  -4.599  -0.187
S  -0.394  -1.660  -6.002  0.966
O  0.643  -2.381  -6.736  -0.674
O  -1.686  -2.254  -6.156  -0.663
C  -0.668  -0.044  -7.066  0.583
F  -0.606  -0.433  -8.357  -0.237
F  -1.898  0.429  -6.900  -0.230
F  0.192  0.941  -6.805  -0.238
C  -3.159  2.726  -4.722  0.656
F  -3.308  1.399  -4.805  -0.223
F  -1.836  2.963  -4.849  -0.234
F  -3.915  3.309  -5.609  -0.202
S  -3.626  3.260  -3.005  1.007
O  -3.334  4.668  -2.899  -0.680
O  -5.036  2.907  -2.884  -0.654
N  -2.590  2.381  -2.000  -0.291
S  -3.300  2.373  -0.603  0.967
O  -4.162  3.500  -0.193  -0.677
O  -3.869  1.063  -0.435  -0.650
C  -1.826  2.761  0.578  0.530
F  -1.311  3.939  0.243  -0.266
F  -2.319  2.856  1.805  -0.165
F  -0.843  1.838  0.509  -0.165
C  1.793  2.567  3.897  0.648
F  2.940  2.937  4.440  -0.223
F  1.027  3.624  3.655  -0.227
F  2.009  1.880  2.794  -0.184
S  0.938  1.388  5.065  0.865
O  1.878  0.329  5.324  -0.602
O  0.582  2.155  6.260  -0.602
N  -0.288  0.721  3.986  -0.617
S  -1.553  0.918  4.849  0.928
O  -1.478  0.250  6.138  -0.666
O  -2.051  2.285  4.808  -0.649
C  -2.835  -0.167  3.829  0.533
F  -4.086  -0.022  4.299  -0.253
F  -2.827  0.088  2.545  -0.097
F  -2.540  -1.457  4.095  -0.267

Cartesian forces (eV/Å) of the 2 atoms listed first:
N 0.77 -0.80 -0.21
H -0.40 -0.19 -0.63

The value obtained for the energy relative to the best compared isomer or geometry (same formula, charge and spin) is 77.2 kcal per mole. Its HOMO energy is -2.83 eV. Its energy is -7367.10986 hartree. Its net charge is -3.

---

(4)
The following is a quantum chemistry calculation of the molecule C8H4N4 in a non-equilibrium geometry, from the Open Molecules 2025 dataset.

Last column: Mulliken charge in e.
Element x y z (Å)
C  -0.475  1.271  1.438  0.165
C  -1.430  1.781  -0.720  -0.053
C  -1.668  -1.401  -0.980  0.085
C  -0.063  -1.671  0.807  0.018
C  0.490  0.149  -0.642  0.484
C  -0.530  1.117  0.056  0.334
C  -0.458  -0.988  -0.358  0.415
C  1.801  -0.080  0.007  -1.386
N  -0.292  1.263  2.549  -0.428
N  -2.076  2.489  -1.387  -0.454
N  -2.700  -1.720  -1.408  -0.399
N  0.395  -2.229  1.696  -0.409
H  0.504  0.378  -1.669  0.656
H  2.643  0.663  -0.084  0.296
H  2.260  -1.002  -0.412  0.345
H  1.601  -0.021  1.106  0.332

Cartesian forces (eV/Å) of the 2 atoms listed first:
C -0.27 -0.19 -2.57
C -1.99 2.28 -1.93

The value obtained for the energy relative to the best compared isomer or geometry (same formula, charge and spin) is 26.4 kcal per mole. Its HOMO energy (alpha / beta) is -10.19 / -10.26 eV. Its energy is -526.11651 hartree.

---

(5)
The following is a quantum chemistry calculation of the molecule C8H4N4S in a non-equilibrium geometry, from the Open Molecules 2025 dataset.

Last column: Mulliken charge in e.
Element x y z (Å)
C  2.859  -0.114  -0.298  -1.035
S  1.590  1.160  -0.061  0.049
C  0.071  0.332  0.004  0.314
C  -0.326  -0.997  0.085  1.091
C  0.546  -2.051  0.169  -0.424
N  1.224  -2.958  0.374  -0.446
C  -1.625  -1.531  0.221  -0.171
N  -2.685  -1.949  0.273  -0.410
C  -1.135  1.535  0.036  -0.028
C  -1.873  1.505  1.335  0.112
N  -2.621  1.502  2.203  -0.382
C  -1.910  1.273  -1.100  0.027
N  -2.498  0.960  -2.019  -0.362
H  2.344  -0.780  -0.981  0.298
H  3.064  -0.693  0.511  0.388
H  3.685  0.320  -0.618  0.440
H  -0.710  2.488  -0.134  0.538

Cartesian forces (eV/Å) of the 2 atoms listed first:
C -5.05 -0.93 -0.64
S -0.31 -0.26 0.34

Its HOMO energy is -9.93 eV. The SMILES is CSC(=C(C#N)C#N)C(C#N)C#N. Its energy is -924.33405 hartree.

---

(6)
The following is a quantum chemistry calculation of a structure of composition C8H5Br2O2 in a non-equilibrium geometry, from the Open Molecules 2025 dataset.

Last column: Mulliken charge in e.
Element x y z (Å)
C  -1.026  -0.010  0.090  -0.417
C  -0.318  -1.198  0.167  -0.531
C  -0.359  1.200  0.004  -0.464
C  1.067  -1.173  0.150  -0.449
C  1.029  1.241  -0.022  -0.396
C  1.695  0.046  0.065  0.421
C  3.692  -0.154  -1.851  0.826
C  3.610  -0.046  -0.254  0.052
O  3.391  -1.264  -2.263  -0.679
O  4.005  0.905  -2.376  -0.692
Br  4.336  1.580  0.449  -0.116
Br  4.256  -1.551  0.729  -0.119
H  -2.108  -0.032  0.084  0.349
H  -0.837  -2.145  0.218  0.335
H  -0.924  2.119  -0.064  0.336
H  1.633  -2.092  0.183  0.243
H  1.560  2.175  -0.120  0.303

Cartesian forces (eV/Å) of the 2 atoms listed first:
C -0.24 0.00 0.02
C 0.02 -0.05 0.03

The value obtained for the energy relative to the best compared isomer or geometry (same formula, charge and spin) is 2.6 kcal per mole. Its HOMO energy is -4.92 eV. Its energy is -5606.39875 hartree. Its net charge is -1.